Formula: C4H8N2
Source: the OMol25 dataset
Level of theory: ωB97M-V/def2-TZVPD

Values from the calculation:
Kohn-Sham gap	9.44	eV
lowest unoccupied orbital energy	1.1	eV
highest occupied orbital energy	-8.350	eV
ΔE to the lowest compared entry with this formula, charge and spin	267.36	kJ/mol
DFT total energy	-7255.104	eV

Last column: natural (NBO) charge in e.
CARTESIAN COORDINATES (ANGSTROEM)
C: -1.613 0.129 -0.403  -0.239
N: -0.825 1.396 -0.481  -0.610
C: 0.031 0.703 -1.383  -0.015
C: -0.669 -0.436 -1.438  -0.308
C: 1.771 -0.633 1.197  -0.029
N: 0.848 -0.040 1.835  -0.622
H: -2.663 0.254 -0.697  0.198
H: -1.554 -0.332 0.590  0.194
H: -0.385 1.637 0.408  0.378
H: 0.928 1.105 -1.850  0.195
H: -0.651 -1.335 -2.039  0.211
H: 2.366 -0.065 0.479  0.162
H: 2.037 -1.690 1.314  0.151
H: 0.380 -0.692 2.469  0.334

Atomic forces in eV per Å
-0.278 -0.199 0.124
0.121 0.111 0.185
0.205 -0.022 -0.164
0.002 -0.070 -0.064
-0.140 0.200 0.093
0.303 -0.348 -0.097
0.196 0.009 0.052
-0.018 0.050 -0.173
-0.042 -0.012 -0.145
-0.190 -0.060 0.069
0.016 0.157 0.052
-0.092 -0.045 0.078
-0.123 0.142 0.021
0.039 0.087 -0.031